No. 1
DFT (wB97M-V/def2-TZVPD) results for the molecule C3H4N2OS2 at a distorted geometry.

Highest occupied orbital energy (spin up / spin down) (hartree): -0.2340 / -0.3089
Kohn-Sham gap (spin up / spin down) (eV): 6.76 / 5.98
Electronic energy (Eh): -1097.64434
Strongest force on any atom (eV/Å): 4.429
⟨S²⟩: 2.02

Geometry as ORCA input:
```
! RIJCOSX wB97M-V def2-TZVPD def2/J DEFGRID3
* xyz 0 3
C 0.23 -0.46 0.30
C 0.79 -1.65 0.09
C 2.09 1.04 -0.30
N 0.86 0.81 0.10
N -0.12 1.87 0.17
O -0.01 -2.69 -0.10
S 3.37 0.03 -0.36
S 2.49 -2.14 0.45
H -0.81 -0.30 0.15
H -0.56 1.67 1.05
H 0.45 2.81 0.12
H 0.55 -3.55 0.04
*
```

Charge distribution, Mulliken scheme, values in e: C -0.170; C 0.128; C -0.025; N 0.369; N -0.776; O -0.429; S -0.139; S -0.334; H 0.435; H 0.260; H 0.343; H 0.339

No. 2
DFT (wB97M-V/def2-TZVPD) results for the molecule C5H3NS at a distorted geometry.

Highest occupied orbital energy (spin up / spin down) (hartree): -0.2876 / -0.3312
Kohn-Sham gap (spin up / spin down) (eV): 7.18 / 7.19
Electronic energy (Eh): -645.00009
Strongest force on any atom (eV/Å): 6.014
⟨S²⟩: 2.02

Geometry as ORCA input:
```
! RIJCOSX wB97M-V def2-TZVPD def2/J DEFGRID3
* xyz 0 3
C -0.79 1.94 -0.81
C -1.78 -0.11 0.41
C -0.68 0.93 -0.04
C 1.21 -0.35 0.39
C 1.96 -1.37 0.08
N 0.52 0.52 0.75
S -3.24 -0.02 0.74
H -1.63 2.27 -1.36
H 2.86 -1.43 -0.53
H 1.58 -2.38 0.38
*
```

Charge distribution, Mulliken scheme, values in e: C -0.327; C -0.030; C 0.406; C 0.710; C -1.011; N -0.317; S -0.227; H 0.322; H 0.270; H 0.203

No. 3
DFT (wB97M-V/def2-TZVPD) results for the molecule C15H17NOS.

Highest occupied orbital energy (hartree): -0.3178
Kohn-Sham gap (eV): 9.31
Electronic energy (Eh): -1109.99153
Strongest force on any atom (eV/Å): 0.647
SMILES: O=C(Cc1cccs1)NCCCc1ccccc1

Geometry as ORCA input:
```
! RIJCOSX wB97M-V def2-TZVPD def2/J DEFGRID3
* xyz 0 1
O 2.17 3.16 -0.40
C 1.19 2.50 -0.11
N 1.26 1.29 0.46
H 0.42 0.75 0.62
C 2.53 0.68 0.77
C 2.91 -0.46 -0.17
H 2.56 -0.22 -1.18
H 4.00 -0.55 -0.20
C 2.34 -1.82 0.26
C 0.84 -1.87 0.22
C 0.18 -2.02 -1.00
C -1.20 -2.13 -1.05
C -1.94 -2.09 0.12
C -1.30 -1.92 1.33
C 0.08 -1.81 1.38
H 0.57 -1.68 2.33
H -1.88 -1.87 2.24
H -3.01 -2.21 0.08
H -1.69 -2.26 -2.00
H 0.76 -2.07 -1.91
H 2.68 -2.04 1.28
H 2.74 -2.59 -0.40
H 2.52 0.33 1.81
H 3.27 1.48 0.69
C -0.21 3.07 -0.34
C -1.35 2.12 -0.29
C -1.98 1.51 -1.33
C -3.09 0.73 -0.94
C -3.29 0.75 0.40
S -2.12 1.72 1.21
H -4.05 0.26 0.97
H -3.71 0.19 -1.63
H -1.66 1.63 -2.36
H -0.34 3.84 0.43
H -0.19 3.58 -1.30
*
```

Charge distribution, Mulliken scheme, values in e: O -0.690; C 0.653; N 0.101; H 0.059; C -0.940; C -0.528; H 0.396; H 0.375; C -1.375; C 0.440; C 0.026; C -0.774; C -0.366; C -0.764; C -0.214; H 0.298; H 0.390; H 0.536; H 0.421; H 0.415; H 0.380; H 0.416; H 0.369; H 0.446; C -0.735; C 0.209; C -0.608; C -0.401; C -0.471; S -0.101; H 0.500; H 0.490; H 0.426; H 0.297; H 0.323

No. 4
DFT (wB97M-V/def2-TZVPD) results for a structure of composition CBrClFI at a distorted geometry.

Highest occupied orbital energy (hartree): -0.3758
Kohn-Sham gap (eV): 9.37
Electronic energy (Eh): -3469.82806
Strongest force on any atom (eV/Å): 2.785

Geometry as ORCA input:
```
! RIJCOSX wB97M-V def2-TZVPD def2/J DEFGRID3
* xyz 0 1
C -0.04 0.00 0.07
F -0.47 0.42 1.25
Cl -0.64 1.37 -1.31
Br -0.86 -1.66 -0.18
I 2.01 -0.13 0.17
*
```

Charge distribution, Mulliken scheme, values in e: C 0.018; F -0.102; Cl -0.166; Br 0.014; I 0.235

No. 5
DFT (wB97M-V/def2-TZVPD) results for a cluster of 3 separate species, C9H16FNO10S in total.

Highest occupied orbital energy (hartree): -0.3734
Kohn-Sham gap (eV): 10.64
Electronic energy (Eh): -1657.68881
Strongest force on any atom (eV/Å): 0.252
SMILES: CCOCN(O)S(=O)(=O)F.O=C1OCCO1.O=C1OCCO1

Geometry as ORCA input:
```
! RIJCOSX wB97M-V def2-TZVPD def2/J DEFGRID3
* xyz 0 1
C -0.85 -3.15 0.48
C 0.05 -3.20 -0.76
O 1.27 -2.49 -0.63
C 1.14 -1.10 -0.55
N 1.84 -0.51 0.59
O 1.11 -0.65 1.80
S 3.40 -0.96 0.95
O 3.56 -2.30 1.36
O 3.99 0.10 1.69
F 3.92 -0.85 -0.51
H -0.69 -2.23 1.04
H -1.90 -3.17 0.19
H -0.64 -3.98 1.15
H -0.49 -2.87 -1.65
H 0.36 -4.23 -0.94
H 1.56 -0.63 -1.45
H 0.11 -0.77 -0.44
H 0.91 0.27 2.03
C 2.19 4.16 2.19
C 2.09 2.66 2.01
O 0.67 2.46 1.99
C 0.07 3.62 1.61
O -1.08 3.73 1.34
O 0.98 4.62 1.59
H 3.04 4.61 1.68
H 2.20 4.46 3.24
H 2.50 2.32 1.06
H 2.53 2.08 2.81
C -3.99 -0.15 -3.17
C -3.97 -0.70 -1.75
O -2.58 -0.63 -1.43
C -2.00 0.32 -2.21
O -0.90 0.73 -2.06
O -2.85 0.72 -3.18
H -4.89 0.42 -3.41
H -3.84 -0.93 -3.92
H -4.52 -0.07 -1.05
H -4.31 -1.73 -1.67
*
```

Charge distribution, Mulliken scheme, values in e: C -0.728; C -0.258; O -0.363; C -0.726; N 0.382; O -0.463; S 1.125; O -0.529; O -0.592; F -0.258; H 0.170; H 0.233; H 0.330; H 0.244; H 0.332; H 0.291; H 0.463; H 0.438; C -0.326; C -0.172; O -0.377; C 0.604; O -0.532; O -0.331; H 0.299; H 0.248; H 0.183; H 0.326; C -0.347; C -0.344; O -0.242; C 0.643; O -0.493; O -0.354; H 0.306; H 0.257; H 0.263; H 0.299

Question: The highest strongest force on any atom belongs to which entry?
Answer: C5H3NS

Question: Which formula does entry 2 have?
Answer: C5H3NS

Please write out number 4 again, unchanged.
DFT (wB97M-V/def2-TZVPD) results for a structure of composition CBrClFI at a distorted geometry.

Highest occupied orbital energy (hartree): -0.3758
Kohn-Sham gap (eV): 9.37
Electronic energy (Eh): -3469.82806
Strongest force on any atom (eV/Å): 2.785

Geometry as ORCA input:
```
! RIJCOSX wB97M-V def2-TZVPD def2/J DEFGRID3
* xyz 0 1
C -0.04 0.00 0.07
F -0.47 0.42 1.25
Cl -0.64 1.37 -1.31
Br -0.86 -1.66 -0.18
I 2.01 -0.13 0.17
*
```

Charge distribution, Mulliken scheme, values in e: C 0.018; F -0.102; Cl -0.166; Br 0.014; I 0.235